# 1
The molecule C3H3NO2, computed with wB97M-V/def2-TZVPD.

Summary:
**HOMO energy**: -10.2409 eV
**SMILES string**: C#CC(=O)ON
**Energy above the lowest of the compared OMol25 structures with the same formula, charge and spin**: 5.425 eV
**E_tot**: -321.178291 Ha

Positions of all 9 atoms, in Å:
1 C -1.665293 -1.876131 0.171027
2 C -1.081127 -0.800621 0.096882
3 C -0.775273 0.534328 -0.234076
4 O -1.277084 1.579494 0.054043
5 O 0.697323 0.154946 -0.432136
6 N 1.557692 1.175576 0.145367
7 H -1.740158 -2.944125 0.194572
8 H 2.043796 1.539310 -0.672705
9 H 2.240123 0.637222 0.677026

Force components x, y, z for each atom (eV/Å):
C 1.8 1.1 -0.1
C -4.0 -2.7 -0.6
C 3.1 0.3 2.7
O 1.0 -1.3 -1.5
O -1.3 2.5 0.1
N -0.3 -0.2 -0.7
H -0.4 0.2 0.2
H 0.1 0.1 0.2
H -0.2 -0.1 -0.1

***

# 2
A cluster of 2 separate species, C3H3NO2 in total, computed with wB97M-V/def2-TZVPD.

Summary:
**HOMO energy**: -8.3344 eV
**Energy above the lowest of the compared OMol25 structures with the same formula, charge and spin**: 7.569 eV
**E_tot**: -321.099479 Ha

Positions of all 9 atoms, in Å:
1 C 0.971396 0.505997 -0.155098
2 C 0.950607 -0.743200 -0.600952
3 C -0.084996 0.044652 -1.036849
4 N -1.136980 0.092061 0.917103
5 O -2.278523 0.020970 1.272846
6 O -0.146369 0.254630 1.619744
7 H 1.408448 1.487241 0.134053
8 H 1.257838 -1.749466 -0.450581
9 H -0.941421 0.087115 -1.700267

Force components x, y, z for each atom (eV/Å):
C -0.3 2.2 -0.9
C -0.4 -0.4 -0.6
C 0.5 -0.6 2.1
N -0.5 -0.4 -2.9
O -0.3 0.1 1.3
O 0.2 0.5 1.0
H -0.1 -1.4 0.0
H 0.5 -0.4 -0.1
H 0.5 0.4 0.1

***

# 3
The molecule C3H3NO2, computed with wB97M-V/def2-TZVPD.

Summary:
**HOMO energy**: -9.4459 eV
**Energy above the lowest of the compared OMol25 structures with the same formula, charge and spin**: 5.009 eV
**E_tot**: -321.193585 Ha

Positions of all 9 atoms, in Å:
1 O -1.801273 0.026959 -0.680540
2 C -0.373735 -0.019462 -0.169219
3 C -0.799752 -1.278783 -0.388455
4 O 2.152087 -0.322809 0.538223
5 C 1.578503 0.739262 0.632897
6 N 0.254063 0.991378 0.248158
7 H -2.407056 0.067147 0.079211
8 H -0.666918 -1.841747 -1.304579
9 H 2.064080 1.638053 1.044304

Force components x, y, z for each atom (eV/Å):
O -0.3 0.2 0.1
C 0.1 -0.1 0.1
C 0.2 0.1 0.0
O -0.2 0.4 0.0
C 0.2 -0.3 0.0
N -0.2 -0.3 -0.2
H 0.1 0.0 -0.1
H 0.0 0.1 0.1
H 0.0 -0.1 0.0

***

# 4
The molecule C3H3NO2, computed with wB97M-V/def2-TZVPD.

Summary:
**HOMO energy**: -10.1574 eV
**SMILES string**: [H]/N=C/[C@@H]1OC1=O
**Energy above the lowest of the compared OMol25 structures with the same formula, charge and spin**: 3.008 eV
**E_tot**: -321.267121 Ha

Positions of all 9 atoms, in Å:
1 H 0.895702 2.145595 -0.052699
2 N 0.675888 1.163168 -0.048458
3 C -0.509167 0.800523 -0.310220
4 C -0.655812 -0.665397 -0.071654
5 O -0.058463 -1.029227 1.262893
6 C 0.722102 -1.164514 0.210566
7 O 1.837705 -1.458147 -0.067272
8 H -1.334432 1.432717 -0.648031
9 H -1.573522 -1.224718 -0.275123

Force components x, y, z for each atom (eV/Å):
H -0.3 0.5 -0.3
N -0.3 0.4 0.1
C 0.4 0.2 0.2
C 0.3 -0.1 -0.1
O 0.2 0.0 0.4
C 0.0 -0.9 -0.2
O -0.8 -0.2 0.1
H 0.1 -0.1 0.1
H 0.6 0.1 -0.2

***

# 5
The molecule C3H3NO2, computed with wB97M-V/def2-TZVPD.

Summary:
**HOMO energy**: -9.0522 eV
**SMILES string**: Oc1ncco1
**Energy above the lowest of the compared OMol25 structures with the same formula, charge and spin**: 1.301 eV
**E_tot**: -321.329838 Ha

Positions of all 9 atoms, in Å:
1 O 1.133405 -1.597434 1.116943
2 C 0.507726 -0.608186 0.388497
3 N 0.424009 -0.442759 -0.869022
4 C -0.410159 0.638738 -1.015603
5 C -0.847531 1.032472 0.214959
6 O -0.159158 0.300419 1.089366
7 H 1.466872 -2.227286 0.419946
8 H -0.735272 1.011122 -2.023696
9 H -1.379892 1.892915 0.678610

Force components x, y, z for each atom (eV/Å):
O -0.3 0.6 -2.1
C 0.6 -0.7 1.4
N 0.5 -0.7 -1.0
C -1.7 1.0 -1.1
C 0.1 2.0 -1.1
O 0.3 -1.6 2.5
H -0.4 0.8 1.0
H 0.5 -0.5 1.3
H 0.4 -1.0 -0.9

***

# 6
The molecule C3H3NO2, computed with wB97M-V/def2-TZVPD.

Summary:
**HOMO energy (spin up / spin down)**: -9.0093 / -8.8698 eV
**Energy above the lowest of the compared OMol25 structures with the same formula, charge and spin**: 5.107 eV
**E_tot**: -321.189968 Ha

Positions of all 9 atoms, in Å:
1 O 1.056590 -1.232368 0.360091
2 C 0.387127 -0.156306 -0.094753
3 C -0.018586 0.826949 0.883866
4 O 0.348111 0.706736 2.045842
5 C -0.256068 -0.203737 -1.340096
6 N -0.559800 -0.192090 -2.523170
7 H 1.054668 -1.118830 1.332973
8 H -1.387639 -0.312605 -1.200000
9 H -0.624402 1.682251 0.535246

Force components x, y, z for each atom (eV/Å):
O -0.3 0.3 -0.1
C 0.5 -0.1 1.0
C 0.2 0.1 -0.1
O -0.1 0.0 -0.1
C -1.6 -0.2 -0.6
N 1.1 0.1 -0.9
H 0.2 0.0 0.0
H -0.2 0.0 0.8
H 0.1 -0.2 0.0

***

- The lowest E_tot belongs to which entry?
  number 5

***

Please write out number 6 again, unchanged.
The molecule C3H3NO2, computed with wB97M-V/def2-TZVPD.

Summary:
**HOMO energy (spin up / spin down)**: -9.0093 / -8.8698 eV
**Energy above the lowest of the compared OMol25 structures with the same formula, charge and spin**: 5.107 eV
**E_tot**: -321.189968 Ha

Positions of all 9 atoms, in Å:
1 O 1.056590 -1.232368 0.360091
2 C 0.387127 -0.156306 -0.094753
3 C -0.018586 0.826949 0.883866
4 O 0.348111 0.706736 2.045842
5 C -0.256068 -0.203737 -1.340096
6 N -0.559800 -0.192090 -2.523170
7 H 1.054668 -1.118830 1.332973
8 H -1.387639 -0.312605 -1.200000
9 H -0.624402 1.682251 0.535246

Force components x, y, z for each atom (eV/Å):
O -0.3 0.3 -0.1
C 0.5 -0.1 1.0
C 0.2 0.1 -0.1
O -0.1 0.0 -0.1
C -1.6 -0.2 -0.6
N 1.1 0.1 -0.9
H 0.2 0.0 0.0
H -0.2 0.0 0.8
H 0.1 -0.2 0.0

***

- The lowest energy above the lowest of the compared OMol25 structures with the same formula, charge and spin belongs to which entry?
  number 5

***

- Which value of E_tot does entry 2 give?
  -321.099479 Ha